Entry 1:
C31H47NO4P2Sc | ωB97M-V/def2-TZVPD

Summary:
E_HOMO	-8.0	eV
spin multiplicity	1
total energy	-81852.883	eV
orbital gap	4.33	eV
charge	+1

Structure (XYZ):
```
86
Properties=species:S:1:pos:R:3:forces:R:3:mulliken_charge:R:1
Sc -2.03499 2.13533 0.02676 3.86 -0.99 7.47 -0.9423
C -0.28516 2.04973 2.46292 0.02 -0.74 -0.28 0.1599
C -1.36451 1.22322 2.92270 0.40 -1.21 -1.25 1.2540
C 0.55418 -0.05543 2.85249 -0.56 1.07 -0.14 0.6597
C 0.90895 1.26962 2.50358 -0.99 -0.47 -0.17 0.3493
C -0.84284 -0.10664 3.04603 0.46 1.36 0.00 -0.0312
C -0.33933 3.49131 2.10347 0.09 0.46 0.51 -1.3391
H -1.35635 3.90386 2.19515 0.22 0.02 0.07 0.2840
H 0.03501 3.70294 1.08266 -0.04 0.12 -0.05 0.0786
H 0.30968 4.07433 2.77614 -0.20 0.24 -0.29 0.6583
C 2.28147 1.78284 2.29400 0.38 0.20 -0.10 -1.2563
H 2.36387 2.81723 2.65595 0.17 -0.16 -0.17 0.4091
H 2.57579 1.77052 1.23082 0.21 0.12 0.04 0.0182
H 3.02310 1.18426 2.84681 -0.19 0.20 -0.16 0.3363
C 1.48775 -1.19367 3.01758 0.11 -0.39 -0.03 -1.3866
H 2.50155 -0.85747 3.26990 -0.15 -0.09 -0.03 0.3002
H 1.55101 -1.77561 2.08497 0.09 -0.10 0.26 -0.0487
H 1.14832 -1.85364 3.82681 0.15 0.00 -0.21 0.4121
C -1.59659 -1.34045 3.34510 -0.18 -0.46 0.26 -1.8223
H -1.18079 -1.84822 4.22695 -0.25 -0.05 -0.10 0.4490
H -1.54145 -2.05740 2.50831 -0.07 0.09 0.16 0.0944
H -2.65073 -1.12124 3.53285 0.04 -0.17 0.05 0.4043
C -2.68361 1.66140 3.44838 -0.34 0.17 0.53 -1.3285
H -2.63859 1.82432 4.53679 0.04 0.14 -0.18 0.3501
H -3.47454 0.91424 3.31190 0.16 0.19 -0.02 0.3903
H -3.01850 2.60278 2.99449 -0.14 -0.03 0.11 0.2335
C -2.65758 2.73611 -1.98717 -1.42 0.06 -1.07 0.0379
C -2.78282 3.76506 -1.07347 0.24 1.75 -1.95 -0.4137
C -3.72813 3.81364 0.11548 -1.15 -0.06 -0.04 -0.5865
C -4.52751 2.49637 0.44291 -1.21 0.06 0.25 -1.4847
C -3.81340 1.15068 0.59920 0.47 -0.86 0.42 0.2235
C -3.18637 0.38810 -0.43194 -0.77 -0.53 -1.92 0.4995
C -3.77512 0.38187 -1.83158 -0.48 0.15 -0.63 -1.1668
C -3.77377 1.80922 -2.44856 -0.72 -0.61 -0.47 -1.2608
H -4.51876 4.57702 -0.03270 0.55 -0.16 -0.13 0.4993
H -5.37995 2.40869 -0.25891 0.45 0.21 0.13 0.4862
H -3.20543 4.20686 1.02338 -0.01 -0.48 -0.51 0.3520
H -4.75531 2.27722 -2.28376 0.40 -0.02 -0.02 0.3667
H -1.73483 2.67847 -2.57881 -0.41 0.46 -0.02 0.6606
H -2.10973 4.62428 -1.11026 0.08 -0.20 -0.19 0.5174
H -3.67932 1.72914 -3.54550 -0.11 0.09 0.22 0.5884
H -3.22003 -0.30805 -2.48630 -0.03 0.12 0.15 0.2296
H -2.62216 -0.52906 -0.15700 -0.70 0.50 0.25 -0.0352
H -4.82097 -0.00222 -1.82754 0.45 0.14 -0.11 0.4759
H -5.00993 2.69273 1.42498 0.40 -0.09 -0.57 0.4953
H -4.06761 0.66863 1.53849 0.48 0.08 -0.15 0.9873
P 1.06257 0.16198 -2.87900 -0.64 -0.37 2.07 0.9440
P -0.56903 -2.56592 -0.83998 -0.50 1.05 0.97 1.2171
C -0.36471 -0.89349 -3.26758 -0.12 -0.49 -0.43 -0.2064
C -0.47260 -2.33731 -2.69248 0.16 -0.68 -0.01 -1.5829
H -0.36083 -0.95090 -4.36063 -0.01 -0.17 -0.07 0.6432
H -1.28446 -0.34178 -3.01915 0.44 0.15 0.14 -0.3706
H -1.40249 -2.78824 -3.08249 0.50 0.23 -0.25 0.6704
H 0.38808 -2.93555 -3.02209 -0.32 0.08 -0.27 0.4750
C 0.70869 -3.83289 -0.43458 -0.16 -0.03 0.01 -1.3357
H 1.05118 -3.61379 0.59130 -0.07 -0.18 -0.42 0.2380
H 1.56990 -3.76922 -1.11566 -0.21 -0.13 0.21 0.3615
H 0.26095 -4.83872 -0.46204 0.38 0.24 -0.08 0.4948
C -2.12275 -3.51331 -0.51620 0.21 -0.08 -0.47 -1.5235
H -2.14309 -4.45507 -1.08471 -0.21 0.17 0.23 0.5123
H -2.99656 -2.89081 -0.76401 0.26 -0.26 0.08 0.3366
H -2.14481 -3.72368 0.56653 0.01 0.06 -0.44 0.4437
C 1.75900 1.01329 -4.26963 0.11 0.08 -0.34 -1.2837
H 2.52696 1.71522 -3.91281 -0.23 -0.22 -0.05 0.3954
H 0.96574 1.57810 -4.78488 0.23 -0.22 0.14 0.4406
H 2.22133 0.29574 -4.96076 -0.17 0.19 0.13 0.4225
C 0.44494 1.35404 -1.64428 -0.02 0.14 -0.13 0.1841
H 0.99368 1.32731 -0.70002 0.07 -0.05 -0.11 -0.1578
H -0.61115 1.04902 -1.45856 0.46 -0.09 -0.19 -0.7645
H 0.48445 2.35792 -2.07259 -0.01 0.00 0.00 0.8707
O 2.31429 -0.67825 -2.27237 -0.15 0.40 -1.43 -0.4407
C 2.47388 -0.96468 -0.93644 -2.72 0.58 2.84 0.2427
O 1.52917 -0.77392 -0.16948 2.65 -0.18 -1.78 -0.2535
C 3.78117 -1.51067 -0.57344 0.71 -0.08 -0.11 0.3096
C 4.35626 -2.47099 -1.41979 -0.02 0.39 0.71 -0.7445
C 5.53205 -3.08026 -1.02261 0.50 0.09 0.31 -0.5510
C 6.17612 -2.65626 0.15122 -1.90 1.12 -0.28 -0.1603
C 5.60281 -1.68024 0.99648 0.65 -0.68 -0.47 -0.5723
C 4.40007 -1.09555 0.62539 -0.26 -0.31 -0.37 -0.2010
N 7.48646 -3.16640 0.42382 3.27 -1.79 0.49 0.9267
O 7.93124 -4.01417 -0.39619 -0.86 1.92 1.95 -0.5597
O 8.12597 -2.76300 1.42553 -1.78 -0.73 -2.28 -0.5504
H 3.88646 -2.71768 -2.36611 0.04 -0.13 0.18 0.4706
H 5.98144 -3.86553 -1.61272 0.08 0.13 -0.03 0.5040
H 6.13569 -1.42840 1.91206 -0.19 0.14 -0.28 0.5129
H 3.95792 -0.29891 1.22651 -0.01 -0.39 -0.13 0.4838
```
Positions in Å, forces in eV/Å.


Entry 2:
C31H48AlO2P2 | ωB97M-V/def2-TZVPD

Summary:
E_HOMO	-8.9	eV
spin multiplicity	1
total energy	-62184.518	eV
orbital gap	2.91	eV
charge	+1

Structure (XYZ):
```
84
Properties=species:S:1:pos:R:3:forces:R:3:mulliken_charge:R:1
Al -0.29513 2.10169 -1.47050 0.56 -0.34 2.00 -0.3229
C 0.83275 1.42221 1.49639 0.03 0.08 0.59 1.3966
C 1.63346 1.85142 0.43749 -0.62 1.62 1.11 -0.3912
C -0.34407 3.11747 0.48683 -0.64 -0.59 -1.01 1.5227
C -0.38481 2.11726 1.51184 0.95 -0.12 0.25 -0.5573
C 1.01105 3.01853 -0.15526 0.14 -1.32 -1.16 2.0165
C 1.34937 0.67737 2.66749 -0.01 -0.90 0.66 -1.0482
H 2.31744 0.19246 2.47518 -0.39 0.14 0.07 0.3587
H 0.65566 -0.08528 3.04377 0.15 0.06 0.06 -0.0922
H 1.47096 1.36983 3.52823 0.02 -0.18 -0.53 0.3666
C -1.37085 2.02971 2.59892 -0.62 -0.06 -0.12 -1.3369
H -1.66312 0.99539 2.84223 0.05 -0.10 -0.04 0.0544
H -2.24768 2.63133 2.35031 -0.04 -0.17 0.27 0.3441
H -0.93009 2.41580 3.52789 0.06 0.03 -0.14 0.3384
C -1.16916 4.36530 0.53928 -0.30 0.62 0.01 -1.4371
H -0.61883 5.16764 1.06342 -0.13 -0.25 -0.19 0.3220
H -2.11492 4.22490 1.09294 0.51 -0.06 -0.36 0.4505
H -1.42777 4.73812 -0.46281 0.08 0.08 0.27 0.2149
C 1.81754 4.20556 -0.59471 0.08 0.63 0.10 -1.4080
H 1.96753 4.88760 0.25264 0.10 -0.22 0.04 0.4917
H 1.34573 4.84485 -1.35591 -0.01 -0.25 0.26 0.0581
H 2.80515 3.91369 -0.97443 -0.27 0.05 0.26 0.3705
C 3.00580 1.37947 0.25080 0.70 -0.63 -0.62 -2.1772
H 3.64121 1.59941 1.11785 -0.21 0.00 -0.12 0.4019
H 3.49218 1.77033 -0.64081 0.01 0.19 -0.04 0.4445
H 2.97956 0.29140 0.13050 0.17 0.00 0.16 0.3839
C 0.01801 -2.13492 1.27848 0.51 -0.64 0.82 0.2064
C 0.93735 -3.02200 1.70453 -0.85 0.25 0.90 0.0615
C 1.63678 -4.16668 1.04018 0.50 -0.40 0.16 -1.6038
C 2.78379 -3.83411 0.07377 -0.53 -0.91 -0.24 -0.5057
C 2.41206 -3.06770 -1.15070 0.19 0.62 -0.43 -0.7718
C 1.19762 -2.67084 -1.55331 -0.04 0.53 -0.03 0.1260
C -0.15752 -3.10415 -1.07719 0.07 0.23 0.39 -0.7935
C -0.72423 -2.14926 -0.01333 -0.21 -0.34 -0.18 -0.3549
H 0.91914 -4.86714 0.61892 0.18 -0.13 -0.18 0.4998
H 3.20852 -4.78027 -0.28826 0.16 -0.01 0.28 0.3995
H 2.11347 -4.72122 1.84791 -0.03 -0.14 0.02 0.3780
H -1.73451 -2.50836 0.19091 -0.18 0.10 0.30 0.4085
H -0.37255 -1.45066 2.04517 -0.07 -0.41 -0.42 -0.0489
H 1.05369 -3.10368 2.80202 0.20 0.90 -0.56 0.4241
H -0.89514 -1.11274 -0.34386 0.21 0.14 -0.46 -0.2183
H -0.86379 -3.17576 -1.93637 0.48 0.01 0.41 0.5046
H 1.10115 -1.81343 -2.23898 0.58 -0.82 0.17 -0.2372
H -0.07077 -4.09920 -0.62409 -0.42 0.40 -0.40 0.3738
H 3.59174 -3.33422 0.63885 -0.33 0.06 -0.43 0.3605
H 3.28163 -2.83209 -1.78712 -0.39 0.56 0.42 0.3840
P -0.20230 0.25343 -3.58017 -1.09 -0.69 -3.10 1.1153
P -0.00571 3.53321 -3.21241 0.13 0.82 -2.93 0.9265
C -0.05334 1.44568 -5.03662 0.10 0.68 0.69 -1.1661
C -0.78818 2.74034 -4.71437 -0.02 0.49 0.39 -0.9073
H -0.42793 1.02137 -5.97826 0.10 -0.26 0.47 0.5202
H 1.01870 1.66047 -5.14987 -0.35 -0.18 -0.24 0.5280
H -0.80078 3.46940 -5.53932 0.17 -0.25 0.19 0.5248
H -1.84122 2.55283 -4.45470 0.17 0.03 -0.11 0.3399
C -0.47079 5.26950 -3.45983 -0.27 0.34 0.40 -1.2354
H -0.05908 5.91780 -2.67985 -0.18 -0.11 -0.11 0.3609
H -1.56496 5.35695 -3.47417 0.25 0.01 0.11 0.4265
H -0.09110 5.60816 -4.43062 0.02 -0.21 0.15 0.4910
C 1.78179 3.46694 -3.60610 0.46 0.02 0.00 -1.4517
H 1.97958 3.88666 -4.59577 -0.27 -0.12 -0.08 0.4574
H 2.16554 2.44237 -3.58052 -0.11 0.10 0.03 0.3880
H 2.39548 4.04113 -2.90991 -0.37 -0.10 -0.13 0.4586
C -1.87174 -0.44772 -4.08693 -0.26 0.27 0.87 -1.4218
H -2.16025 -1.19441 -3.33291 -0.14 0.22 -0.25 0.3718
H -1.79961 -0.94739 -5.07113 0.12 0.47 0.60 0.4768
H -2.63341 0.34597 -4.13843 0.16 -0.35 0.17 0.4023
C 0.72632 -1.07395 -4.53550 1.14 -0.50 0.79 -1.0736
H 1.59046 -0.64234 -5.06005 -0.29 -0.01 0.21 0.4419
H 0.07290 -1.59459 -5.25427 0.09 0.64 0.36 0.4188
H 1.10863 -1.83638 -3.85483 0.00 0.06 -0.42 0.3057
O -0.13230 -1.50994 4.80652 -0.79 0.45 -1.04 -0.7795
C -1.32057 -1.62869 4.39644 0.32 0.29 0.43 0.4879
O -1.92693 -0.98120 3.48361 0.64 0.04 0.39 -0.8796
C -2.11438 -2.72690 5.06938 -0.64 -0.64 0.22 0.2868
C -1.40763 -3.76022 5.69691 -0.33 -0.25 -0.04 -0.4529
C -2.06104 -4.91768 6.12198 -0.62 0.28 -0.12 -0.5136
C -3.45680 -5.02327 5.99200 0.27 0.45 -0.10 -0.3609
C -4.18960 -3.93988 5.47246 0.33 -0.10 0.11 -0.4777
C -3.52230 -2.79787 5.00689 0.50 -0.36 0.08 -0.1896
H -0.33404 -3.66171 5.83526 -0.19 0.06 -0.21 0.4025
H -1.48438 -5.73294 6.55003 -0.12 0.08 -0.01 0.3649
H -3.96627 -5.93539 6.30790 0.10 0.29 -0.06 0.3595
H -5.28263 -4.00221 5.42743 0.43 0.05 -0.02 0.3438
H -4.06550 -1.95260 4.58264 0.14 -0.30 0.01 0.3526
```
Positions in Å, forces in eV/Å.


Question: Number 2 is which compound?
Answer: C31H48AlO2P2


Question: Which of these has the highest E_HOMO?
Answer: C31H47NO4P2Sc